Molecular formula: C40H74F36N11O28S12
Method: DFT, ωB97M-V with the def2-TZVPD basis set

## Properties
highest occupied orbital energy	-5.76	eV
orbital gap	5.07	eV

```
! wB97M-V def2-TZVPD RIJCOSX def2/J DEFGRID3
* xyz -1 1
C -2.254 8.851 -4.028
N -2.472 8.318 -2.586
C -3.926 7.971 -2.467
C -1.601 7.044 -2.331
C -1.966 9.452 -1.609
C -2.873 10.684 -1.319
O -3.347 11.124 -2.524
H -1.211 9.125 -4.185
H -2.959 9.633 -4.310
H -2.318 7.952 -4.642
H -3.922 7.150 -3.184
H -4.477 8.843 -2.819
H -4.003 7.553 -1.463
H -1.727 6.854 -1.265
H -0.585 7.401 -2.494
H -1.952 6.316 -3.063
H -1.018 9.766 -2.046
H -1.740 9.052 -0.620
H -2.240 11.482 -0.931
H -3.535 10.419 -0.494
H -3.835 11.929 -2.336
C -9.228 -2.667 3.074
N -7.951 -3.397 3.568
C -6.730 -2.538 3.199
C -8.024 -3.367 5.085
C -7.769 -4.768 2.903
C -8.970 -5.737 3.134
O -9.153 -6.051 4.508
H -9.113 -1.594 3.222
H -10.111 -3.043 3.591
H -9.409 -3.002 2.053
H -6.595 -2.408 2.125
H -5.829 -2.960 3.644
H -6.904 -1.504 3.497
H -7.755 -2.436 5.583
H -7.243 -4.051 5.416
H -9.036 -3.586 5.427
H -6.822 -5.133 3.300
H -7.756 -4.537 1.838
H -8.686 -6.714 2.743
H -9.901 -5.408 2.673
H -8.767 -6.919 4.644
C -0.758 -1.651 0.177
N -0.582 -1.374 -1.294
C 0.729 -2.100 -1.812
C -1.794 -1.852 -2.011
C -0.542 0.104 -1.616
C -0.059 0.681 -2.879
O 1.376 0.456 -2.873
H -1.663 -1.350 0.705
H 0.070 -1.100 0.622
H -0.587 -2.722 0.290
H 0.908 -2.036 -2.885
H 0.562 -3.147 -1.556
H 1.622 -1.925 -1.211
H -1.792 -1.487 -3.038
H -2.717 -1.453 -1.591
H -1.709 -2.939 -1.996
H 0.032 0.626 -0.851
H -1.563 0.484 -1.583
H -0.321 1.731 -3.007
H -0.537 0.280 -3.773
H 1.780 0.955 -3.587
C 7.151 2.530 -2.656
N 7.954 1.724 -1.660
C 7.041 0.800 -0.769
C 8.922 0.897 -2.484
C 8.904 2.648 -0.804
C 8.150 3.645 0.140
O 7.745 2.945 1.323
H 6.430 1.843 -3.099
H 7.805 2.988 -3.398
H 6.391 3.132 -2.157
H 7.756 0.337 -0.089
H 6.446 0.207 -1.463
H 6.348 1.410 -0.191
H 8.327 0.319 -3.192
H 9.323 0.041 -1.940
H 9.723 1.485 -2.931
H 9.433 3.170 -1.601
H 9.746 2.232 -0.249
H 7.219 3.899 -0.366
H 8.741 4.540 0.333
H 7.395 3.711 1.784
C 2.965 1.356 4.800
C 2.929 1.069 6.274
C 2.504 2.305 7.082
N 2.284 2.057 8.602
C 3.139 0.909 9.138
C 0.741 1.809 9.082
C 0.031 3.167 9.008
C 1.209 4.276 9.061
C 2.495 3.407 9.331
H 1.992 1.698 4.448
H 3.035 0.438 4.217
H 3.688 2.125 4.527
H 3.932 0.760 6.568
H 2.240 0.286 6.593
H 1.578 2.734 6.700
H 3.345 2.998 7.059
H 2.985 0.918 10.217
H 4.193 0.902 8.861
H 2.615 0.015 8.801
H 0.746 1.344 10.068
H 0.284 1.077 8.417
H -0.758 3.199 9.760
H -0.554 3.217 8.090
H 0.996 5.120 9.717
H 1.435 4.781 8.122
H 2.758 3.248 10.376
H 3.366 3.978 9.008
C 2.994 0.129 -8.128
F 2.280 -0.249 -7.047
F 3.363 -1.080 -8.662
F 2.267 0.789 -8.968
S 4.457 1.148 -7.420
O 5.315 0.255 -6.617
O 5.170 1.566 -8.666
N 3.550 2.255 -6.521
S 3.933 3.552 -7.260
O 5.289 3.960 -6.904
O 3.536 3.627 -8.679
C 2.753 4.829 -6.295
F 2.683 6.051 -6.888
F 1.539 4.335 -6.292
F 3.299 4.848 -5.055
C 5.097 -4.316 7.451
F 5.341 -3.842 8.682
F 4.989 -3.245 6.663
F 6.104 -5.030 6.945
S 3.535 -5.353 7.428
O 3.532 -6.192 6.186
O 3.672 -6.105 8.670
N 2.262 -4.208 7.583
S 1.187 -4.815 6.629
O 1.315 -4.556 5.182
O 0.643 -6.100 7.000
C -0.223 -3.663 7.169
F -0.285 -3.654 8.475
F 0.002 -2.363 6.669
F -1.347 -4.145 6.626
C -7.180 0.793 -1.193
F -8.114 0.497 -0.329
F -6.423 -0.302 -1.429
F -7.805 1.168 -2.313
S -6.082 2.286 -0.546
O -5.248 2.605 -1.675
O -6.913 3.392 -0.018
N -5.110 1.605 0.748
S -4.990 2.755 1.779
O -4.576 3.965 1.153
O -6.150 2.860 2.666
C -3.675 2.025 2.959
F -2.580 1.878 2.273
F -3.426 2.884 3.943
F -3.990 0.705 3.350
C -5.234 -8.405 -4.398
F -6.500 -8.304 -4.926
F -4.978 -9.517 -3.691
F -4.363 -8.386 -5.407
S -4.749 -6.829 -3.186
O -4.402 -5.792 -4.094
O -5.991 -6.699 -2.423
N -3.292 -7.430 -2.405
S -3.741 -7.622 -0.975
O -4.047 -6.401 -0.278
O -4.618 -8.819 -0.797
C -2.066 -8.172 -0.234
F -1.207 -7.064 -0.348
F -2.260 -8.653 1.009
F -1.639 -9.299 -0.885
C -0.901 6.385 -10.913
F -0.103 5.925 -9.854
F -1.185 7.694 -10.640
F -0.213 6.339 -12.004
S -2.273 5.252 -11.354
O -3.209 6.003 -12.234
O -1.639 4.191 -12.083
N -3.091 4.986 -9.818
S -2.670 3.466 -9.609
O -3.395 2.596 -10.480
O -1.244 3.161 -9.370
C -3.467 3.131 -7.918
F -3.564 1.852 -7.699
F -2.833 3.768 -6.992
F -4.750 3.684 -7.919
C 7.893 -11.382 -1.432
F 7.800 -11.046 -2.676
F 7.802 -12.710 -1.274
F 9.002 -11.067 -0.782
S 6.378 -10.589 -0.509
O 5.252 -10.739 -1.442
O 6.141 -11.383 0.725
N 6.979 -8.942 -0.359
S 5.688 -8.317 0.222
O 4.537 -8.256 -0.654
O 5.360 -8.779 1.584
C 6.166 -6.380 0.428
F 7.050 -6.306 1.453
F 6.622 -5.925 -0.735
F 5.096 -5.740 0.849
*
```

***

Molecular formula: H3N3O3S
Method: DFT, ωB97M-V with the def2-TZVPD basis set

## Properties
relative energy (zero: lowest compared OMol25 entry of this formula, charge and spin)	123.9	kJ/mol
highest occupied orbital energy	-9.74	eV
orbital gap	9.17	eV
SMILES	NN[N+]([O-])=S(=O)=O

```
! wB97M-V def2-TZVPD RIJCOSX def2/J DEFGRID3
* xyz 0 1
N 1.328 0.397 0.827
N 0.841 -0.704 0.140
N -0.405 -0.984 -0.025
O -0.756 -1.947 -0.677
S -1.890 0.441 -0.034
O -2.164 0.474 -1.450
O -1.008 1.506 0.414
H 2.093 0.963 0.241
H 0.478 1.012 1.005
H 1.482 -1.157 -0.441
*
```

***

Molecular formula: C3H2Cl2O2
Method: DFT, ωB97M-V with the def2-TZVPD basis set

## Properties
relative energy (zero: lowest compared OMol25 entry of this formula, charge and spin)	176.8	kJ/mol
highest occupied orbital energy	-10.41	eV
orbital gap	9.07	eV
SMILES	O=CC(=O)C(Cl)Cl

```
! wB97M-V def2-TZVPD RIJCOSX def2/J DEFGRID3
* xyz 0 1
O 2.284 1.107 -0.497
C 1.359 0.399 -0.256
C -0.139 0.775 -0.133
O -0.624 1.871 -0.080
C -0.807 -0.521 0.251
Cl -2.431 -0.266 0.806
Cl -0.812 -1.632 -1.231
H 1.615 -0.614 -0.011
H -0.443 -1.119 1.150
*
```

***

Molecular formula: C6HO6Ru
Method: DFT, ωB97M-V with the def2-TZVPD basis set

## Properties
highest occupied orbital energy (spin up / spin down)	-19.90 / -25.26	eV
orbital gap (spin up / spin down)	4.71 / 2.43	eV

```
! wB97M-V def2-TZVPD RIJCOSX def2/J DEFGRID3
* xyz 3 5
O -3.399 4.574 -0.711
C -3.071 3.489 -0.771
Ru 0.000 0.000 0.000
C 0.211 -1.816 -0.269
O 0.342 -2.947 -0.437
C 1.638 0.295 0.805
O 2.642 0.532 1.309
C -0.773 -0.114 1.676
O -1.256 -0.128 2.717
C 0.723 0.547 -1.611
O 1.162 0.941 -2.596
H -0.180 1.550 0.230
O 1.209 -2.043 2.380
C 0.799 -1.352 1.578
*
```

***

Molecular formula: C2H3N2O2
Method: DFT, ωB97M-V with the def2-TZVPD basis set

## Properties
relative energy (zero: lowest compared OMol25 entry of this formula, charge and spin)	432.8	kJ/mol
highest occupied orbital energy	-3.28	eV
orbital gap	7.65	eV

```
! wB97M-V def2-TZVPD RIJCOSX def2/J DEFGRID3
* xyz -1 1
C -0.800 0.432 0.310
C 0.559 0.084 -0.230
N 1.692 0.143 0.391
N -0.782 -1.018 0.443
O -1.575 -1.634 -0.318
O 2.781 0.069 -0.287
H -0.732 1.061 1.302
H -1.615 0.918 -0.315
H 0.471 -0.055 -1.295
*
```

***

Molecular formula: CH3ClF2S
Method: DFT, ωB97M-V with the def2-TZVPD basis set

## Properties
relative energy (zero: lowest compared OMol25 entry of this formula, charge and spin)	90.5	kJ/mol
highest occupied orbital energy	-8.91	eV
orbital gap	9.74	eV
SMILES	FC(F)Cl.S

```
! wB97M-V def2-TZVPD RIJCOSX def2/J DEFGRID3
* xyz 0 1
F -0.018 0.184 0.799
C 1.261 0.304 0.425
F 1.326 1.147 -0.612
Cl 1.879 -1.280 -0.067
H 1.863 0.678 1.253
S -2.025 -0.576 -0.034
H -2.532 0.579 -0.497
H -1.753 -1.035 -1.266
*
```

***

Molecular formula: C6H15NO
Method: DFT, ωB97M-V with the def2-TZVPD basis set

## Properties
relative energy (zero: lowest compared OMol25 entry of this formula, charge and spin)	205.7	kJ/mol
highest occupied orbital energy	-7.73	eV
orbital gap	8.65	eV
SMILES	CCC/C=C/NC.O

```
! wB97M-V def2-TZVPD RIJCOSX def2/J DEFGRID3
* xyz 0 1
C -1.990 -1.220 0.633
C -1.168 -2.017 -0.341
C 0.290 -1.537 -0.521
C 0.338 -0.052 -0.726
C 1.381 0.703 -0.326
N 1.462 2.074 -0.433
C 0.439 2.846 -1.092
H -1.582 -1.235 1.664
H -2.050 -0.153 0.490
H -3.003 -1.619 0.651
H -1.643 -2.083 -1.318
H -1.142 -3.080 -0.027
H 0.830 -1.974 -1.369
H 0.840 -1.824 0.397
H -0.536 0.415 -1.176
H 2.291 0.233 0.042
H 2.367 2.498 -0.343
H -0.035 2.296 -1.908
H 0.743 3.856 -1.385
H -0.349 3.157 -0.403
O 0.907 -0.366 2.761
H 1.165 0.267 2.097
H 0.444 -1.186 2.635
*
```

***

Molecular formula: C2H6N4
Method: DFT, ωB97M-V with the def2-TZVPD basis set

## Properties
relative energy (zero: lowest compared OMol25 entry of this formula, charge and spin)	423.2	kJ/mol
highest occupied orbital energy (spin up / spin down)	-7.17 / -7.26	eV
orbital gap (spin up / spin down)	7.78 / 7.76	eV

```
! wB97M-V def2-TZVPD RIJCOSX def2/J DEFGRID3
* xyz 0 1
N -0.995 -0.046 -0.056
N 0.827 -2.000 0.257
N 0.028 0.748 -0.189
N -2.183 0.606 0.126
C 1.638 -1.029 -0.003
C 1.309 0.337 -0.115
H -0.139 1.755 -0.053
H -0.103 -1.948 -0.145
H -2.168 1.623 0.218
H -2.952 0.062 -0.236
H 2.692 -1.221 0.195
H 2.047 1.113 0.000
*
```

***

Molecular formula: C27H51NO2Si2Sm
Method: DFT, ωB97M-V with the def2-TZVPD basis set

## Properties
highest occupied orbital energy (spin up / spin down)	-9.34 / -9.19	eV
orbital gap (spin up / spin down)	7.04 / 6.92	eV

```
! wB97M-V def2-TZVPD RIJCOSX def2/J DEFGRID3
* xyz 1 6
O -1.792 -2.923 -1.638
O -3.093 -1.608 -3.051
C -0.335 -2.946 -1.891
C 0.461 -3.450 -0.724
H -0.031 -1.932 -2.184
H -0.229 -3.602 -2.761
H 0.540 -2.706 0.077
H 1.471 -3.665 -1.080
H 0.067 -4.390 -0.326
C -2.333 -2.886 -0.247
C -3.561 -3.751 -0.241
H -2.557 -1.837 -0.012
H -1.556 -3.255 0.420
H -4.330 -3.373 -0.926
H -3.971 -3.792 0.773
H -3.303 -4.775 -0.535
C -3.295 -0.216 -2.662
C -2.540 -1.779 -4.396
C -3.987 -0.103 -1.332
H -3.895 0.233 -3.465
H -2.319 0.296 -2.658
H -4.633 -0.957 -1.119
H -4.603 0.800 -1.353
H -3.268 0.036 -0.522
C -3.350 -2.807 -5.143
H -1.497 -2.101 -4.279
H -2.549 -0.806 -4.904
H -3.255 -3.801 -4.698
H -2.976 -2.865 -6.163
H -4.408 -2.532 -5.184
H -2.409 -2.292 -2.290
Sm 1.192 1.347 1.181
C 0.296 1.653 -0.821
Si 1.197 2.178 -2.355
H -0.524 2.373 -0.558
H -0.260 0.698 -1.019
C 2.173 0.765 -3.129
C 2.427 3.573 -2.084
C -0.092 2.793 -3.583
C 3.540 0.843 0.630
Si 4.260 1.936 1.969
H 3.896 1.086 -0.383
H 3.775 -0.226 0.787
C 5.346 3.295 1.255
C 5.308 0.978 3.203
C 2.852 2.773 2.958
H 0.347 3.494 -4.306
H -0.887 3.320 -3.040
H -0.552 1.969 -4.145
H 2.939 0.378 -2.448
H 2.674 1.126 -4.036
H 1.521 -0.067 -3.414
H 3.203 3.325 -1.350
H 1.910 4.477 -1.742
H 2.930 3.813 -3.032
H 6.069 0.389 2.672
H 4.698 0.287 3.800
H 5.833 1.653 3.896
H 2.194 2.080 3.527
H 2.228 3.472 2.357
H 3.350 3.402 3.713
H 6.146 3.574 1.956
H 4.775 4.204 1.022
H 5.821 2.942 0.329
C 1.946 -2.071 4.167
C 0.969 -1.869 5.145
C -0.092 -1.000 4.884
C -0.149 -0.318 3.660
N 0.860 -0.476 2.745
C 1.871 -1.355 2.975
C -1.280 0.569 3.273
C -2.527 0.477 3.958
C -3.620 1.232 3.529
C -3.498 2.062 2.412
C -2.253 2.162 1.739
C -1.159 1.467 2.210
H 2.783 -2.751 4.320
H 1.044 -2.361 6.113
H -0.856 -0.792 5.632
H 2.623 -1.459 2.183
H -2.604 -0.208 4.805
H -4.570 1.156 4.064
H -4.356 2.633 2.045
H -2.182 2.787 0.844
*
```

***

Molecular formula: C7H9ClO2S
Method: DFT, ωB97M-V with the def2-TZVPD basis set

## Properties
relative energy (zero: lowest compared OMol25 entry of this formula, charge and spin)	508.7	kJ/mol
highest occupied orbital energy	-8.95	eV
orbital gap	9.24	eV
SMILES	C[S@](=O)(O)=C=CCCC#CCl

```
! wB97M-V def2-TZVPD RIJCOSX def2/J DEFGRID3
* xyz 0 1
C -2.347 1.947 -1.258
S -1.440 1.459 0.239
O -2.017 2.045 1.436
O -0.072 2.290 -0.208
C -0.449 0.075 0.739
C -0.585 -0.949 -0.053
C 0.145 -2.169 0.219
C 1.391 -1.881 1.036
C 2.380 -0.943 0.355
C 3.208 -0.163 -0.064
Cl 4.327 0.952 -0.587
H -3.107 2.710 -0.992
H -1.446 2.337 -1.852
H -2.723 0.998 -1.739
H 0.651 2.172 0.412
H -1.181 -1.150 -0.863
H -0.490 -2.845 0.861
H 0.533 -2.670 -0.758
H 1.160 -1.430 1.943
H 2.060 -2.786 1.133
*
```

***

Molecular formula: C5H6F3N2O
Method: DFT, ωB97M-V with the def2-TZVPD basis set

## Properties
relative energy (zero: lowest compared OMol25 entry of this formula, charge and spin)	820.8	kJ/mol
highest occupied orbital energy (spin up / spin down)	-13.36 / -13.36	eV
orbital gap (spin up / spin down)	8.10 / 8.10	eV

```
! wB97M-V def2-TZVPD RIJCOSX def2/J DEFGRID3
* xyz 1 1
C 2.265 0.084 -0.252
C 1.557 -1.129 -0.020
C 0.391 -1.018 0.857
C -0.295 0.374 0.924
C 3.755 -0.005 -0.346
N -0.496 -2.119 0.626
N -1.002 -3.046 0.236
O -1.489 -4.014 -0.058
F 4.231 -1.287 -0.260
F 4.227 0.368 -1.518
F 4.206 0.688 0.678
H 1.411 -1.205 -1.185
H 2.348 -1.867 0.270
H 0.792 -1.248 1.839
H -0.396 0.789 1.928
H -1.310 0.460 0.383
H 0.324 1.024 0.257
*
```

***

Molecular formula: C11H18N3
Method: DFT, ωB97M-V with the def2-TZVPD basis set

## Properties
relative energy (zero: lowest compared OMol25 entry of this formula, charge and spin)	452.5	kJ/mol
highest occupied orbital energy	-12.66	eV
orbital gap	7.56	eV
SMILES	C=[N+]=C1C=CC=N[C@@]1(C)NC(C)(C)C

```
! wB97M-V def2-TZVPD RIJCOSX def2/J DEFGRID3
* xyz 1 1
C -0.292 -2.896 0.071
N -1.206 -2.065 0.310
C -1.680 -0.889 0.239
C -2.817 -0.330 0.742
C -3.035 0.999 0.957
C -2.112 1.873 0.130
N -1.113 1.392 -0.500
C -0.752 0.096 -0.738
C -1.368 -0.160 -2.173
N 0.604 -0.199 -0.627
C 1.652 0.324 0.305
C 1.982 1.774 -0.094
C 1.241 0.264 1.757
C 2.926 -0.582 0.026
H 0.274 -3.405 0.734
H -0.153 -3.445 -0.878
H -3.593 -0.892 1.304
H -3.862 1.508 1.458
H -2.434 2.933 -0.096
H -0.827 0.500 -2.928
H -2.497 0.017 -2.055
H -1.173 -1.218 -2.303
H 1.010 -0.525 -1.481
H 2.997 2.057 0.292
H 1.958 1.879 -1.133
H 1.179 2.428 0.180
H 1.961 0.979 2.308
H 1.297 -0.784 2.146
H 0.180 0.844 1.992
H 3.336 -0.484 -0.911
H 3.531 -0.265 0.803
H 2.786 -1.729 0.162
*
```

***

Molecular formula: C18H19N3O3
Method: DFT, ωB97M-V with the def2-TZVPD basis set

## Properties
relative energy (zero: lowest compared OMol25 entry of this formula, charge and spin)	460.8	kJ/mol
highest occupied orbital energy	-8.77	eV
orbital gap	9.49	eV
SMILES	C#CCN(CC=C)C(=O)CCc1nnc(COc2ccccc2)o1

```
! wB97M-V def2-TZVPD RIJCOSX def2/J DEFGRID3
* xyz 0 1
C 0.833 1.231 -1.726
C 0.078 0.325 -1.926
C -0.863 -0.760 -2.159
N -1.736 -1.020 -1.024
C -1.282 -2.116 -0.166
C -2.252 -2.555 0.886
C -1.953 -2.556 2.172
C -2.741 -0.196 -0.648
O -3.509 -0.462 0.256
C -2.901 1.131 -1.395
C -2.872 2.254 -0.344
C -1.569 2.251 0.359
N -0.655 3.166 0.362
N 0.366 2.705 1.114
C 0.024 1.532 1.537
C 0.801 0.587 2.390
O 1.308 -0.500 1.650
C 2.364 -0.296 0.798
C 3.024 0.912 0.618
C 4.089 0.980 -0.267
C 4.499 -0.135 -0.973
C 3.836 -1.339 -0.792
C 2.777 -1.423 0.088
O -1.199 1.184 1.095
H 1.490 2.029 -1.542
H -0.294 -1.674 -2.362
H -1.466 -0.541 -3.049
H -0.344 -1.807 0.315
H -1.075 -2.974 -0.819
H -3.198 -2.937 0.533
H -2.642 -2.919 2.914
H -1.008 -2.181 2.530
H -2.129 1.319 -2.135
H -3.880 1.132 -1.879
H -3.013 3.229 -0.807
H -3.663 2.066 0.386
H 1.596 1.133 2.908
H 0.122 0.138 3.121
H 2.708 1.803 1.136
H 4.598 1.923 -0.402
H 5.328 -0.069 -1.661
H 4.147 -2.217 -1.338
H 2.256 -2.354 0.248
*
```